Record 1
C25H47N3O8PS | ωB97M-V/def2-TZVPD

Its total energy is -2486.26943 hartree. The value obtained for the HOMO energy is -9.98 eV. As for the LUMO energy: -3.24 eV. The calculation puts the HOMO-LUMO gap at 6.73 eV.

```
! RIJCOSX wB97M-V def2-TZVPD def2/J DEFGRID3
* xyz 1 1
C 5.208 -4.061 -0.029
C 3.916 -3.403 -0.458
C 2.734 -3.986 0.248
N 1.436 -3.548 -0.319
S 0.976 -4.445 -1.629
C -0.826 -4.365 -1.751
C -1.480 -3.122 -1.102
C -2.142 -3.593 0.198
C -2.253 -2.637 1.414
C -2.346 -1.143 1.107
C -3.735 -0.721 0.609
C -3.699 0.172 -0.623
C -2.865 1.442 -0.375
C -1.667 1.607 -1.271
C -0.904 2.871 -0.898
C 0.533 2.872 -1.355
C 1.370 3.744 -0.448
N 1.489 3.124 0.859
C 2.069 1.936 1.092
C 1.981 1.631 2.385
C 1.332 2.720 2.989
C 1.041 3.594 2.047
P 1.644 -3.372 -3.402
N 1.874 -1.908 -3.044
O 2.952 -4.053 -3.950
O 0.548 -3.550 -4.490
H 5.387 -3.879 1.016
H 6.002 -3.569 -0.559
H 5.200 -5.113 -0.255
H 3.786 -3.488 -1.526
H 4.018 -2.350 -0.274
H 2.735 -3.645 1.269
H 2.790 -5.068 0.286
H 0.690 -3.585 0.366
H -1.165 -5.278 -1.300
H -1.032 -4.423 -2.808
H -0.740 -2.356 -0.966
H -2.247 -2.808 -1.786
H -1.548 -4.434 0.531
H -3.098 -4.011 -0.054
H -3.165 -2.915 1.907
H -1.456 -2.871 2.102
H -2.179 -0.628 2.033
H -1.587 -0.776 0.435
H -4.222 -0.126 1.367
H -4.349 -1.591 0.446
H -3.341 -0.396 -1.468
H -4.714 0.477 -0.798
H -3.532 2.272 -0.529
H -2.543 1.476 0.655
H -1.051 0.717 -1.190
H -2.009 1.661 -2.292
H -1.403 3.687 -1.396
H -0.964 2.974 0.176
H 0.876 1.859 -1.352
H 0.608 3.185 -2.382
H 2.332 3.962 -0.878
H 0.831 4.661 -0.326
H 2.505 1.422 0.268
H 2.335 0.744 2.846
H 1.137 2.754 4.035
H 0.554 4.530 2.158
H 1.693 -1.683 -2.074
H 3.308 -4.657 -3.288
H 0.921 -3.186 -5.308
C 3.532 6.849 -2.508
C 2.883 7.196 -3.834
O 1.595 6.578 -3.710
C 1.313 6.449 -2.395
O 0.256 6.131 -1.960
O 2.399 6.733 -1.639
H 4.215 7.614 -2.152
H 4.055 5.891 -2.536
H 2.747 8.270 -3.965
H 3.420 6.800 -4.690
C -2.975 -0.334 5.071
C -3.929 -0.736 6.177
O -4.872 -1.557 5.479
C -4.275 -2.045 4.375
O -4.730 -2.888 3.676
O -3.073 -1.444 4.163
H -1.952 -0.208 5.414
H -3.291 0.572 4.552
H -3.446 -1.334 6.951
H -4.425 0.111 6.642
*
```



Record 2
C9H14O | ωB97M-V/def2-TZVPD

Its energy above the lowest of the compared OMol25 structures with the same formula, charge and spin is 68.7 kJ/mol. Its total energy is -426.54661 hartree. The value obtained for the HOMO energy is -8.34 eV. As for the LUMO energy: 0.88 eV. The calculation puts the HOMO-LUMO gap at 9.23 eV.

```
! RIJCOSX wB97M-V def2-TZVPD def2/J DEFGRID3
* xyz 0 1
C 1.347 -1.984 1.628
C -0.011 -1.593 1.170
C -0.239 -0.235 0.954
C -1.525 0.211 0.608
C -2.511 -0.716 0.348
O -3.756 -0.256 0.031
C -2.260 -2.079 0.506
C -1.026 -2.514 0.958
H 1.358 -2.115 2.719
H 2.175 -1.284 1.484
H 1.731 -2.918 1.216
H 0.424 0.593 1.177
H -1.735 1.274 0.616
H -4.353 -0.932 -0.263
H -3.019 -2.757 0.129
H -0.780 -3.553 1.135
C 1.545 2.097 -1.303
C 1.966 3.203 -2.329
H 2.042 2.211 -0.350
H 0.483 2.186 -1.078
H 1.690 1.103 -1.710
H 1.549 4.158 -2.046
H 1.842 2.812 -3.335
H 3.063 3.090 -2.263
*
```



Record 3
C5H11NOS | ωB97M-V/def2-TZVPD

Its energy above the lowest of the compared OMol25 structures with the same formula, charge and spin is 71.0 kJ/mol. Its total energy is -725.29786 hartree. The value obtained for the HOMO energy is -8.81 eV. As for the LUMO energy: 0.74 eV. The calculation puts the HOMO-LUMO gap at 9.56 eV.

```
! RIJCOSX wB97M-V def2-TZVPD def2/J DEFGRID3
* xyz 0 1
C -1.163 1.429 1.661
N 0.090 1.684 0.978
C 0.386 1.169 -0.262
O 1.479 1.366 -0.753
C -0.563 0.156 -0.874
C -0.367 -1.243 -0.286
C 1.078 -1.787 -0.448
S 1.848 -1.746 -2.096
H -1.448 0.378 1.715
H -1.114 1.825 2.674
H -1.992 1.983 1.223
H 0.888 1.885 1.555
H -0.427 0.150 -1.952
H -1.587 0.530 -0.731
H -0.496 -1.219 0.793
H -1.006 -1.924 -0.832
H 1.744 -1.333 0.270
H 0.981 -2.863 -0.304
H 1.669 -0.441 -2.331
*
```



Record 4
C2H3N3O | ωB97M-V/def2-TZVPD

Its energy above the lowest of the compared OMol25 structures with the same formula, charge and spin is 357.2 kJ/mol. Its total energy is -317.39627 hartree. The value obtained for the HOMO energy is -9.40 eV. As for the LUMO energy: 0.56 eV. The calculation puts the HOMO-LUMO gap at 9.96 eV.

```
! RIJCOSX wB97M-V def2-TZVPD def2/J DEFGRID3
* xyz 0 1
H 2.278 0.627 -0.170
N 2.002 -0.308 -0.019
C 0.780 -0.306 -0.044
N -0.179 -1.431 -0.040
C -1.328 -0.689 0.051
O -1.345 0.505 -0.164
N 0.013 0.876 0.127
H -2.250 -1.112 0.237
H 0.030 1.839 0.022
*
```



Record 5
C26H65BN3O15P | ωB97M-V/def2-TZVPD

Its total energy is -2688.74335 hartree. The value obtained for the HOMO energy is -8.45 eV. As for the LUMO energy: 0.63 eV. The calculation puts the HOMO-LUMO gap at 9.08 eV.

```
! RIJCOSX wB97M-V def2-TZVPD def2/J DEFGRID3
* xyz 0 1
C -0.108 1.374 -3.991
C 0.478 0.096 -3.388
O 0.247 -1.045 -4.203
C -0.635 -1.989 -3.650
C 0.074 -3.080 -2.871
O 0.248 -2.738 -1.500
C 1.556 -2.909 -1.054
O 2.329 -1.769 -1.514
P 3.892 -1.998 -1.581
O 4.304 -3.350 -1.259
O 4.490 -1.474 -2.944
C 3.711 -1.708 -4.134
C 4.179 -2.864 -4.952
O 3.788 -4.107 -4.372
O 4.503 -0.987 -0.531
B 3.642 -0.578 0.508
O 3.843 -1.075 1.762
O 2.671 0.347 0.321
C 2.839 1.569 1.066
H -0.594 1.989 -3.247
H -0.830 1.147 -4.762
H 0.691 1.961 -4.422
H 1.542 0.248 -3.261
H 0.096 -0.048 -2.386
H -1.189 -2.479 -4.443
H -1.374 -1.537 -2.990
H 1.008 -3.279 -3.386
H -0.514 -3.993 -2.936
H 1.516 -2.891 0.025
H 1.939 -3.845 -1.436
H 3.820 -0.820 -4.744
H 2.650 -1.820 -3.957
H 3.663 -2.773 -5.907
H 5.241 -2.820 -5.178
H 3.595 -4.689 -5.119
H 3.949 -2.040 1.804
H 1.931 1.732 1.631
H 2.963 2.393 0.375
H 3.698 1.523 1.727
C -3.265 4.182 0.491
O -2.841 4.629 -0.783
C -2.597 6.028 -0.864
C -1.118 6.324 -0.995
N -0.403 6.031 0.240
C 1.052 6.031 0.115
C 1.700 5.031 -0.838
O 1.597 3.677 -0.431
C 0.372 3.041 -0.756
H -3.616 3.157 0.381
H -2.446 4.189 1.218
H -4.091 4.793 0.868
H -3.036 6.560 -0.015
H -3.097 6.380 -1.771
H -0.988 7.383 -1.237
H -0.742 5.734 -1.841
H -0.694 5.124 0.581
H 1.453 5.838 1.113
H 1.375 7.039 -0.164
H 2.771 5.250 -0.850
H 1.355 5.149 -1.872
H -0.041 3.406 -1.699
H -0.362 3.163 0.045
H 0.573 1.973 -0.851
C -7.751 4.960 2.925
O -7.388 3.595 2.999
C -8.454 2.721 3.352
C -8.880 1.864 2.178
N -9.552 2.655 1.155
C -9.752 1.963 -0.117
C -8.523 1.483 -0.884
O -7.719 2.520 -1.414
C -6.800 3.095 -0.505
H -6.832 5.541 2.856
H -8.362 5.173 2.041
H -8.295 5.274 3.820
H -9.301 3.272 3.769
H -8.070 2.060 4.133
H -9.565 1.090 2.534
H -7.979 1.370 1.791
H -9.014 3.492 0.980
H -10.295 2.652 -0.768
H -10.413 1.107 0.055
H -8.886 0.924 -1.750
H -7.912 0.782 -0.303
H -6.419 2.367 0.216
H -7.251 3.943 0.019
H -5.961 3.486 -1.082
C 6.006 -7.363 5.325
O 6.945 -6.564 4.633
C 7.365 -7.099 3.383
C 6.815 -6.297 2.223
N 5.376 -6.476 2.083
C 4.734 -5.534 1.163
C 4.812 -4.048 1.475
O 4.068 -3.636 2.625
C 4.713 -3.807 3.873
H 5.920 -6.967 6.335
H 5.017 -7.329 4.855
H 6.339 -8.403 5.384
H 7.103 -8.157 3.294
H 8.456 -7.023 3.362
H 7.303 -6.626 1.301
H 7.085 -5.246 2.394
H 4.944 -6.381 2.992
H 3.676 -5.806 1.126
H 5.136 -5.697 0.161
H 4.350 -3.523 0.636
H 5.843 -3.680 1.535
H 5.794 -3.666 3.797
H 4.496 -4.791 4.297
H 4.313 -3.060 4.560
*
```



Record 6
C5H14NOS | ωB97M-V/def2-TZVPD

Its energy above the lowest of the compared OMol25 structures with the same formula, charge and spin is 226.3 kJ/mol. Its total energy is -726.94151 hartree. The value obtained for the HOMO energy (spin up / spin down) is -3.41 / -9.44 eV. As for the LUMO energy (spin up / spin down): 0.47 / 0.25 eV. The calculation puts the HOMO-LUMO gap (spin up / spin down) at 3.88 / 9.70 eV.

```
! RIJCOSX wB97M-V def2-TZVPD def2/J DEFGRID3
* xyz 0 2
C 2.845 0.525 -0.464
C 1.965 1.445 -0.871
O 0.870 1.690 -0.069
C 2.022 2.134 -2.194
H 3.661 0.289 -1.131
H 2.841 0.116 0.536
H 0.188 2.116 -0.613
H 2.946 1.844 -2.693
H 1.234 1.792 -2.878
H 1.975 3.220 -2.133
C -0.922 -1.533 -0.077
C -1.155 -0.842 1.247
S -2.951 -0.742 1.590
N 0.532 -1.683 -0.423
H -1.373 -1.007 -0.917
H -1.299 -2.558 -0.053
H -0.742 0.161 1.246
H -0.735 -1.422 2.068
H -3.216 -0.023 0.486
H 0.709 -2.123 -1.366
H 1.007 -2.300 0.272
H 1.063 -0.784 -0.450
*
```



Record 7
C3H11NOS2 | ωB97M-V/def2-TZVPD

Its energy above the lowest of the compared OMol25 structures with the same formula, charge and spin is 423.7 kJ/mol. Its total energy is -1047.10598 hartree. The value obtained for the HOMO energy is -8.85 eV. As for the LUMO energy: -3.58 eV. The calculation puts the HOMO-LUMO gap at 5.27 eV.

```
! RIJCOSX wB97M-V def2-TZVPD def2/J DEFGRID3
* xyz 0 1
S -3.720 -0.802 -0.158
S 2.956 -0.661 0.774
C 2.128 0.191 -0.590
C 0.927 0.986 -0.054
N -0.269 0.216 0.000
C -0.948 -0.133 -1.228
H 3.703 -1.469 -0.003
H 1.946 -0.504 -1.411
H 2.887 0.885 -0.988
H 1.167 1.252 0.989
H 0.853 1.963 -0.568
H -0.931 0.455 0.722
H -1.253 0.749 -1.805
H -0.349 -0.850 -1.797
H -1.865 -0.711 -0.958
H -2.822 -0.146 1.787
H -2.324 -1.126 2.865
O -2.089 -0.295 2.421
*
```



Record 8
H4NO2SSi | ωB97M-V/def2-TZVPD

Its energy above the lowest of the compared OMol25 structures with the same formula, charge and spin is 155.2 kJ/mol. Its total energy is -895.31436 hartree. The value obtained for the HOMO energy is -3.66 eV. As for the LUMO energy: 3.98 eV. The calculation puts the HOMO-LUMO gap at 7.64 eV.

```
! RIJCOSX wB97M-V def2-TZVPD def2/J DEFGRID3
* xyz -1 1
N 0.080 -0.755 0.205
O 1.842 0.386 -1.102
O 2.391 0.086 1.309
Si -1.101 0.367 -0.273
S 1.840 -0.523 -0.003
H -0.278 -1.608 1.098
H -1.765 1.196 0.875
H -0.555 1.223 -1.269
H -2.452 -0.372 -0.839
*
```